(1)
One molecule with the formula C5H9N3. Source: the Open Molecules 2025 dataset; level of theory: ωB97M-V/def2-TZVPD.

Properties
SMILES   C/C=C(\N)[C@@H](N)C#N
LUMO energy   0.823 eV
Energy above the lowest of the compared OMol25 structures with the same formula, charge and spin   23.6 kcal/mol

Geometry as ORCA input:
```
! RIJCOSX wB97M-V def2-TZVPD def2/J DEFGRID3
* xyz 0 1
C 1.196 -1.900 -0.947
C 0.144 -0.936 -0.499
C 0.321 0.111 0.312
N 1.541 0.526 0.823
C -0.845 1.031 0.632
N -0.974 2.057 -0.401
C -2.073 0.264 0.783
N -3.084 -0.268 0.852
H 1.115 -2.062 -2.021
H 2.199 -1.541 -0.734
H 1.059 -2.867 -0.458
H -0.851 -1.137 -0.869
H 2.258 -0.180 0.863
H 1.503 1.109 1.643
H -0.663 1.550 1.585
H -1.039 1.624 -1.316
H -1.806 2.618 -0.250
*
```

Atom charges from the natural (NBO) analysis, given in e for atoms 1 to 6: -0.64 -0.28 0.18 -0.81 -0.19 -0.79


(2)
H4NO3PS as an isolated structure at a distorted geometry. Source: the Open Molecules 2025 dataset; level of theory: ωB97M-V/def2-TZVPD.

Properties
LUMO energy   -0.134 eV
Energy above the lowest of the compared OMol25 structures with the same formula, charge and spin   181.5 kcal/mol

Geometry as ORCA input:
```
! RIJCOSX wB97M-V def2-TZVPD def2/J DEFGRID3
* xyz 0 1
N -0.918 -0.227 -0.667
O 1.689 -0.983 -0.526
O 1.900 -0.566 0.741
O 1.171 0.624 0.961
P 0.695 1.307 -0.413
S -2.133 -0.159 0.457
H -1.466 -0.135 -1.502
H 0.802 -1.183 -0.501
H -0.147 2.245 0.182
H -1.594 -0.923 1.269
*
```

Atom charges from the natural (NBO) analysis, given in e for atoms 1 to 6: -1.08 -0.41 0.00 -0.55 0.98 0.20


(3)
C40H105F3N9O11Sr as an isolated structure at a distorted geometry. Source: the Open Molecules 2025 dataset; level of theory: ωB97M-V/def2-TZVPD.

Properties
LUMO energy   -5.931 eV
Energy above the lowest of the compared OMol25 structures with the same formula, charge and spin   221.8 kcal/mol

Geometry as ORCA input:
```
! RIJCOSX wB97M-V def2-TZVPD def2/J DEFGRID3
* xyz 1 1
Sr 13.602 22.239 5.372
C 14.397 16.725 5.963
O 14.297 16.039 4.713
O 13.771 17.978 5.723
C 13.810 15.785 7.054
F 12.556 15.316 6.755
F 14.558 14.747 7.288
F 13.644 16.419 8.170
C 15.300 15.213 4.226
C 15.176 14.969 2.707
H 14.803 15.854 2.192
H 16.117 14.642 2.265
H 14.383 14.227 2.608
H 15.332 14.281 4.791
H 16.266 15.668 4.447
H 15.458 16.860 6.173
C 8.687 17.734 9.795
C 8.176 17.664 8.337
C 6.625 17.600 8.277
O 6.181 16.583 9.117
C 4.795 16.707 9.493
N 8.688 18.779 7.614
H 9.730 18.048 9.851
H 8.748 16.777 10.313
H 8.146 18.437 10.428
H 8.497 16.696 7.951
H 6.268 17.460 7.257
H 6.207 18.563 8.570
H 4.221 16.890 8.585
H 4.798 17.544 10.192
H 4.403 15.816 9.985
H 8.366 19.570 8.154
H 9.689 18.750 7.741
C 9.917 16.217 0.915
C 9.360 16.393 2.323
C 9.363 14.957 3.032
O 8.714 14.001 2.281
C 8.700 12.722 2.854
N 10.287 17.257 2.987
H 10.033 17.223 0.510
H 9.290 15.639 0.236
H 10.759 15.530 0.840
H 8.335 16.762 2.363
H 8.878 14.927 4.008
H 10.398 14.655 3.191
H 8.016 12.173 2.208
H 8.190 12.684 3.816
H 9.648 12.187 2.792
H 10.148 17.278 3.987
H 11.139 16.722 3.076
C 21.430 10.507 11.058
C 22.249 11.643 10.418
C 21.394 12.971 10.170
O 20.344 12.602 9.305
C 19.241 13.478 9.315
N 23.404 12.041 11.220
H 20.999 10.812 12.011
H 22.007 9.607 11.270
H 20.593 10.230 10.417
H 22.609 11.163 9.508
H 21.955 13.809 9.756
H 21.003 13.292 11.135
H 18.551 13.179 8.526
H 19.664 14.460 9.104
H 18.818 13.504 10.319
H 23.950 11.246 11.521
H 23.179 12.445 12.118
C 18.892 10.046 2.133
C 19.235 11.130 3.086
C 19.204 10.721 4.608
O 17.931 10.084 4.883
C 17.877 9.610 6.220
N 20.585 11.552 2.698
H 17.907 9.593 2.251
H 19.531 9.179 2.297
H 19.052 10.403 1.116
H 18.581 11.981 2.894
H 19.261 11.564 5.298
H 20.072 10.083 4.776
H 16.921 9.156 6.484
H 18.032 10.379 6.977
H 18.598 8.822 6.437
H 21.216 10.763 2.716
H 20.587 11.885 1.744
C 13.962 19.841 0.203
C 15.068 20.209 1.206
C 16.510 20.122 0.632
O 17.504 20.211 1.591
C 17.805 19.031 2.373
N 14.704 21.534 1.749
H 14.209 20.353 -0.727
H 12.956 20.039 0.574
H 14.041 18.766 0.046
H 15.064 19.517 2.049
H 16.602 20.923 -0.101
H 16.594 19.218 0.029
H 17.887 18.107 1.801
H 17.091 18.911 3.188
H 18.814 19.233 2.733
H 15.624 21.936 1.853
H 14.437 21.987 0.886
C 19.034 22.897 7.087
C 17.716 22.196 7.099
C 16.803 22.817 8.137
O 15.569 22.076 8.313
C 15.763 21.090 9.336
N 17.205 22.299 5.729
H 19.481 22.905 8.081
H 18.782 23.922 6.812
H 19.831 22.507 6.453
H 17.904 21.153 7.355
H 16.590 23.853 7.874
H 17.254 23.038 9.104
H 15.382 21.472 10.283
H 16.774 20.695 9.434
H 15.030 20.314 9.115
H 17.748 21.880 4.987
H 17.373 23.272 5.516
C 13.807 5.302 5.290
C 13.532 6.450 4.323
C 12.895 7.660 4.981
O 12.926 8.771 4.112
C 13.123 10.010 4.794
N 14.857 6.819 3.772
H 14.413 5.607 6.143
H 14.307 4.508 4.734
H 12.856 4.840 5.557
H 12.834 6.040 3.593
H 13.486 7.850 5.877
H 11.873 7.437 5.286
H 12.390 10.192 5.580
H 13.139 10.865 4.118
H 14.045 10.048 5.373
H 14.540 7.631 3.263
H 15.388 7.282 4.496
C 24.348 15.537 4.967
C 23.070 15.121 5.771
C 21.832 15.967 5.317
O 21.988 17.325 5.628
C 21.604 17.684 6.936
N 22.825 13.666 5.805
H 24.145 15.252 3.934
H 25.223 14.920 5.169
H 24.575 16.602 5.016
H 23.297 15.427 6.792
H 20.889 15.642 5.756
H 21.602 15.844 4.258
H 22.053 17.173 7.787
H 20.521 17.563 6.967
H 21.889 18.736 6.966
H 22.340 13.335 4.983
H 22.204 13.562 6.595
C 11.424 17.354 14.653
C 12.859 17.075 15.027
C 13.681 16.303 14.034
O 13.135 15.036 13.774
C 13.989 14.294 12.923
N 13.520 18.299 15.461
H 11.327 17.955 13.749
H 10.978 17.898 15.486
H 10.878 16.425 14.489
H 12.761 16.326 15.813
H 14.701 16.120 14.372
H 13.673 16.949 13.155
H 13.600 13.376 12.482
H 14.836 13.986 13.536
H 14.244 14.911 12.061
H 14.384 18.060 15.927
H 12.994 18.683 16.234
*
```

Atom charges from the Löwdin analysis, given in e for atoms 1 to 6: 1.63 -0.43 -0.12 -0.29 -0.64 0.11


(4)
C3H4HgO as an isolated structure at a distorted geometry. Source: the Open Molecules 2025 dataset; level of theory: ωB97M-V/def2-TZVPD.

Properties
⟨S²⟩   1.139
LUMO energy (alpha / beta)   -5.782 / -6.823 eV
Energy above the lowest of the compared OMol25 structures with the same formula, charge and spin   15.9 kcal/mol

Geometry as ORCA input:
```
! RIJCOSX wB97M-V def2-TZVPD def2/J DEFGRID3
* xyz 1 2
C -2.025 -1.275 -0.192
C -2.092 0.111 -0.172
C -0.778 0.281 0.398
O 0.325 0.381 -0.135
Hg 2.161 0.580 0.410
H -2.097 -1.819 -1.136
H -1.908 -1.868 0.718
H -2.401 0.696 -1.039
H -1.341 1.301 0.825
*
```

Atom charges from the natural (NBO) analysis, given in e for atoms 1 to 6: -0.24 -0.27 0.32 -0.71 0.89 0.25


(5)
C17H19F5N5P2PdS as an isolated structure at a distorted geometry. Source: the Open Molecules 2025 dataset; level of theory: ωB97M-V/def2-TZVPD.

Properties
⟨S²⟩   6.031
LUMO energy (alpha / beta)   -8.877 / -12.723 eV

Geometry as ORCA input:
```
! RIJCOSX wB97M-V def2-TZVPD def2/J DEFGRID3
* xyz 3 5
Pd 1.990 0.264 -0.235
F -7.324 1.998 -1.337
C -6.073 1.825 -1.778
C -4.996 2.511 -1.235
F -5.295 3.350 -0.232
C -3.703 2.269 -1.711
F -2.593 2.645 -0.986
C -3.545 1.562 -2.930
S -2.047 1.617 -3.752
C -4.660 0.840 -3.424
F -4.519 0.178 -4.563
C -5.893 0.881 -2.799
F -6.925 0.158 -3.279
C 0.357 1.655 2.323
P 0.364 0.054 1.452
C -1.401 -0.501 1.128
C 0.873 -1.109 2.720
C 0.266 -1.348 3.911
C 0.732 -2.406 4.670
C 1.954 -2.997 4.431
C 2.586 -2.796 3.196
C 2.035 -1.855 2.368
P 2.819 -1.509 0.805
C 4.590 -1.416 1.001
C 2.484 -3.046 -0.132
H -0.156 1.435 3.365
H -0.274 2.387 1.841
H 1.357 2.046 2.464
H -1.627 -0.434 0.084
H -2.054 0.213 1.723
H -1.608 -1.515 1.506
H -0.688 -0.858 4.201
H 0.172 -2.711 5.555
H 2.303 -3.769 5.165
H 3.415 -3.423 2.933
H 4.979 -2.390 1.332
H 4.852 -0.567 1.681
H 4.958 -1.160 -0.019
H 2.504 -3.901 0.590
H 3.212 -3.128 -0.903
H 1.398 -3.061 -0.530
N 1.443 1.664 -5.064
N 1.673 1.863 -3.746
N 2.147 2.989 -3.178
C 1.947 2.723 -1.853
N 1.518 1.467 -1.706
N 1.220 0.981 -2.926
H 2.036 2.120 -5.790
H 1.042 0.711 -5.222
H 2.155 3.495 -1.119
*
```

Atom charges from the natural (NBO) analysis, given in e for atoms 1 to 6: 0.77 -0.19 0.43 0.34 -0.23 0.35


(6)
One molecule with the formula C3H3NO2S at a distorted geometry. Source: the Open Molecules 2025 dataset; level of theory: ωB97M-V/def2-TZVPD.

Properties
SMILES   O=C/C=C\[N+]([O-])=S
LUMO energy (alpha / beta)   -2.018 / -2.013 eV
Energy above the lowest of the compared OMol25 structures with the same formula, charge and spin   123.6 kcal/mol

Geometry as ORCA input:
```
! RIJCOSX wB97M-V def2-TZVPD def2/J DEFGRID3
* xyz 0 1
O -0.640 2.067 1.363
C -0.153 1.410 0.545
C -0.475 0.027 0.154
C 0.195 -0.629 -0.771
N 1.206 0.039 -1.575
O 1.913 0.928 -1.010
S 1.137 -0.382 -3.178
H 0.685 1.871 0.029
H -1.403 -0.548 0.434
H 0.079 -1.671 -1.081
*
```

Atom charges from the natural (NBO) analysis, given in e for atoms 1 to 6: -0.47 0.38 -0.28 -0.02 -0.02 -0.35


What did the fifth record say?
C17H19F5N5P2PdS as an isolated structure at a distorted geometry. Source: the Open Molecules 2025 dataset; level of theory: ωB97M-V/def2-TZVPD.

Properties
⟨S²⟩   6.031
LUMO energy (alpha / beta)   -8.877 / -12.723 eV

Geometry as ORCA input:
```
! RIJCOSX wB97M-V def2-TZVPD def2/J DEFGRID3
* xyz 3 5
Pd 1.990 0.264 -0.235
F -7.324 1.998 -1.337
C -6.073 1.825 -1.778
C -4.996 2.511 -1.235
F -5.295 3.350 -0.232
C -3.703 2.269 -1.711
F -2.593 2.645 -0.986
C -3.545 1.562 -2.930
S -2.047 1.617 -3.752
C -4.660 0.840 -3.424
F -4.519 0.178 -4.563
C -5.893 0.881 -2.799
F -6.925 0.158 -3.279
C 0.357 1.655 2.323
P 0.364 0.054 1.452
C -1.401 -0.501 1.128
C 0.873 -1.109 2.720
C 0.266 -1.348 3.911
C 0.732 -2.406 4.670
C 1.954 -2.997 4.431
C 2.586 -2.796 3.196
C 2.035 -1.855 2.368
P 2.819 -1.509 0.805
C 4.590 -1.416 1.001
C 2.484 -3.046 -0.132
H -0.156 1.435 3.365
H -0.274 2.387 1.841
H 1.357 2.046 2.464
H -1.627 -0.434 0.084
H -2.054 0.213 1.723
H -1.608 -1.515 1.506
H -0.688 -0.858 4.201
H 0.172 -2.711 5.555
H 2.303 -3.769 5.165
H 3.415 -3.423 2.933
H 4.979 -2.390 1.332
H 4.852 -0.567 1.681
H 4.958 -1.160 -0.019
H 2.504 -3.901 0.590
H 3.212 -3.128 -0.903
H 1.398 -3.061 -0.530
N 1.443 1.664 -5.064
N 1.673 1.863 -3.746
N 2.147 2.989 -3.178
C 1.947 2.723 -1.853
N 1.518 1.467 -1.706
N 1.220 0.981 -2.926
H 2.036 2.120 -5.790
H 1.042 0.711 -5.222
H 2.155 3.495 -1.119
*
```

Atom charges from the natural (NBO) analysis, given in e for atoms 1 to 6: 0.77 -0.19 0.43 0.34 -0.23 0.35


Question: Number 3 is which compound?
Answer: C40H105F3N9O11Sr